# 1
Density functional theory data (ωB97M-V with the def2-TZVPD basis set) for a molecular structure, C31H75F5InO27P6 in a non-equilibrium geometry.

The geometry in XYZ format:
```
145
Properties=species:S:1:pos:R:3:mulliken_charge:R:1
C 5.14286 -0.98402 0.70687 -0.736
C 4.84193 -2.43947 -0.01871 -0.223
O 3.40653 -2.84732 0.11512 0.021
C 3.28137 -4.31255 0.14404 0.258
O 3.79193 -4.96009 1.22653 -0.590
C 2.63227 -5.26263 -1.02892 -0.149
C 3.13755 -4.69239 -2.47759 -0.522
C 2.31154 -3.40703 -3.06060 -0.577
In 0.55305 -2.72030 -1.81705 0.716
C 0.23792 -0.49436 -2.34654 -0.632
C 1.34257 0.43240 -1.52482 0.107
O 1.74063 0.00201 -0.31122 -0.494
C -1.29421 -3.78750 -2.67896 -0.780
C -2.04005 -4.76721 -1.59665 -0.219
C -3.36209 -3.99403 -0.94631 -0.972
C -2.97096 -2.87434 0.19100 0.765
F -1.92697 -3.41215 1.13991 -0.250
F -2.44636 -1.68448 -0.54785 -0.237
C -4.27801 -2.34907 1.08227 0.552
F -3.72397 -1.46365 2.15954 -0.209
F -5.14860 -1.44313 0.24431 -0.256
F -5.06471 -3.49187 1.61899 -0.247
H 5.97566 -0.45714 0.04898 0.289
H 4.14224 -0.37357 0.67487 0.181
H 5.54288 -1.13764 1.81929 0.145
H 5.05682 -2.36956 -1.19039 0.191
H 5.58191 -3.22450 0.44803 0.282
H 3.14417 -6.33380 -0.89821 0.342
H 1.48133 -5.45028 -0.93430 0.019
H 3.21807 -5.60436 -3.23129 0.289
H 4.26246 -4.32504 -2.31943 0.182
H 1.90891 -3.71107 -4.13274 0.142
H 3.03353 -2.48770 -3.18097 0.142
H 0.73636 -2.94554 -0.04291 -0.432
H 0.35075 -0.38098 -3.52903 0.142
H -0.86091 -0.19039 -2.03876 0.149
H 1.72320 1.42721 -2.03930 0.180
H -1.03926 -4.34895 -3.69454 0.226
H -2.09418 -2.95713 -2.98187 0.141
H -2.47862 -5.68168 -2.22126 0.298
H -1.28034 -5.13220 -0.76202 0.083
H -4.06686 -4.80208 -0.43340 0.347
H -4.00498 -3.48389 -1.80712 0.328
C 3.37981 -3.89244 -8.64316 -0.584
O 2.41724 -3.16659 -9.39407 -0.490
P 0.78160 -3.12733 -8.83185 1.001
O 1.26264 -3.01025 -7.37810 -0.442
O 0.60188 -4.71970 -9.21333 -0.296
C 0.70433 -5.07176 -10.57816 -0.672
O -0.85400 -3.08799 -8.26975 -0.303
C -1.23161 -1.91003 -7.57693 -0.667
H 4.23071 -4.10728 -9.29501 0.232
H 3.73523 -3.28215 -7.80933 0.246
H 2.97397 -4.83900 -8.27575 0.303
H 1.67254 -5.55646 -10.74881 0.227
H 0.61989 -4.19486 -11.22837 0.329
H -0.09202 -5.77831 -10.82584 0.249
H -0.80388 -1.02829 -8.05966 0.321
H -0.90398 -1.96757 -6.53615 0.295
H -2.32059 -1.83166 -7.59213 0.239
C 4.45429 -4.94002 4.69470 -0.556
O 5.22049 -5.14194 5.87345 -0.498
P 6.66962 -4.22228 6.09073 0.991
O 5.99329 -2.97804 5.49665 -0.507
O 7.39970 -5.06830 4.88048 -0.294
C 7.59284 -6.45298 5.08676 -0.669
O 8.11870 -3.30271 6.30811 -0.303
C 8.00458 -2.18037 7.16691 -0.609
H 3.80931 -5.81121 4.55283 0.254
H 3.81705 -4.06040 4.81397 0.218
H 5.09215 -4.83085 3.81328 0.388
H 6.86259 -7.00741 4.48605 0.219
H 7.47375 -6.72426 6.14084 0.334
H 8.59908 -6.72633 4.75889 0.259
H 7.38193 -2.42171 8.03149 0.322
H 7.58158 -1.33373 6.62089 0.216
H 9.00280 -1.90413 7.51258 0.241
C -0.29675 4.67924 -2.25240 -0.552
O -0.27648 5.28055 -3.53898 -0.503
P 1.24946 5.53752 -4.31257 0.963
O 1.76308 4.18647 -3.79359 -0.504
O 1.61835 6.71105 -3.21703 -0.316
C 0.80504 7.86677 -3.21101 -0.589
O 2.77527 5.79452 -5.08623 -0.312
C 3.12766 4.83715 -6.07084 -0.634
H -1.25483 4.91322 -1.78077 0.190
H -0.22164 3.59352 -2.35038 0.305
H 0.50733 5.06026 -1.61683 0.382
H 0.13932 7.82876 -2.34103 0.164
H 0.20365 7.94155 -4.12292 0.331
H 1.44168 8.75150 -3.12923 0.249
H 2.25567 4.56604 -6.67048 0.323
H 3.54964 3.94912 -5.59420 0.250
H 3.88731 5.27269 -6.72314 0.238
C -0.89577 8.86146 2.23730 -0.571
O -1.44207 7.83126 3.04817 -0.486
P -2.19403 6.47722 2.27741 1.064
O -1.11310 6.47198 1.18650 -0.590
O -3.44389 7.43459 1.79288 -0.274
C -4.24844 8.00629 2.80434 -0.807
O -2.94597 5.12317 1.50678 -0.066
C -2.14970 3.95343 1.41821 -0.751
H -0.79440 9.76119 2.84992 0.235
H 0.09925 8.57130 1.89123 0.246
H -1.54284 9.09005 1.38598 0.280
H -4.00029 9.06989 2.89761 0.239
H -4.09363 7.51337 3.76970 0.420
H -5.29978 7.91330 2.52013 0.252
H -1.58309 3.80537 2.34042 0.339
H -1.47093 4.02735 0.56517 0.218
H -2.80755 3.09596 1.26255 0.261
C -1.17341 -3.55541 6.09039 -0.726
O -0.28798 -3.08509 5.08436 -0.376
P 0.36373 -1.48919 5.23038 1.417
O 0.52361 -1.67123 6.74688 -0.710
O -1.11961 -0.84427 4.91854 -0.438
C -1.67704 -1.09452 3.64424 -0.803
O 1.01549 0.10663 5.37629 -0.299
C 2.33839 0.18028 5.88097 -0.648
H -1.74543 -4.39117 5.67882 0.263
H -0.60031 -3.92314 6.94500 0.246
H -1.87251 -2.77688 6.40794 0.319
H -2.47074 -1.84391 3.74407 0.238
H -0.92317 -1.45878 2.93865 0.378
H -2.11216 -0.16982 3.25652 0.362
H 2.95328 -0.61916 5.46117 0.313
H 2.32627 0.11490 6.97159 0.252
H 2.76541 1.14448 5.59774 0.242
C -7.49606 1.91417 1.80287 -0.594
O -7.26309 3.03435 2.64443 -0.415
P -8.34368 4.38224 2.55247 1.109
O -9.54332 3.43598 2.39771 -0.629
O -7.75999 4.76091 1.05936 -0.384
C -6.40132 5.14052 0.97494 -0.604
O -9.42417 5.73013 2.46062 -0.311
C -10.40794 5.79248 3.47969 -0.650
H -6.56661 1.34351 1.72824 0.215
H -8.25700 1.26880 2.24840 0.266
H -7.79868 2.22117 0.79796 0.321
H -5.82645 4.31189 0.54554 0.212
H -5.99124 5.39315 1.95823 0.225
H -6.31299 6.00892 0.31706 0.408
H -9.97958 5.50691 4.44322 0.326
H -11.24650 5.13804 3.22988 0.254
H -10.77760 6.81789 3.54386 0.241
```

## Properties
Net charge: -1
Spin multiplicity: 1
Gap between HOMO and LUMO (eV): 3.070
Maximum force (eV/A): 10.01
Molecular weight (g mol⁻¹): 1275.6

---

# 2
Density functional theory data (ωB97M-V with the def2-TZVPD basis set) for C14H22N2O4S2 in the gas phase in a non-equilibrium geometry.

The geometry in XYZ format:
```
44
Properties=species:S:1:pos:R:3:nbo_charge:R:1
C 3.48189 -3.21914 -0.99736 -0.599
C 2.94381 -3.58726 0.37992 -0.391
C 2.14080 -2.43986 0.98944 -0.413
C 1.57662 -2.80940 2.36265 -0.231
N 0.80614 -1.75931 2.98572 -0.853
S -0.82380 -1.70011 2.71474 2.313
O -1.32254 -0.59511 3.47396 -0.932
O -1.35288 -3.01124 2.93556 -0.938
C -1.00963 -1.30918 0.96753 -0.251
C -1.50416 -2.25737 0.09078 -0.197
C -1.58752 -1.96297 -1.26201 -0.212
C -1.16403 -0.72443 -1.72359 -0.168
C -0.68019 0.21007 -0.82750 -0.324
S -0.09747 1.81522 -1.37477 2.322
O 1.20277 2.02339 -0.80727 -0.937
O -0.23946 1.88191 -2.80397 -0.940
N -1.18709 2.79744 -0.57718 -0.679
C -2.40660 3.08534 -1.32388 -0.242
C -2.56873 4.61396 -1.31818 -0.414
C -1.16439 5.11916 -0.98770 -0.416
C -0.66788 4.04092 -0.02765 -0.228
C -0.60477 -0.06635 0.52345 -0.195
H 4.05059 -4.04444 -1.41844 0.210
H 2.66455 -2.98181 -1.67476 0.203
H 4.13256 -2.35036 -0.93294 0.204
H 2.30470 -4.46885 0.29907 0.196
H 3.77513 -3.83982 1.04122 0.196
H 1.32516 -2.17553 0.31346 0.200
H 2.78315 -1.56110 1.09009 0.197
H 0.89817 -3.66146 2.28916 0.222
H 2.39596 -3.08015 3.03709 0.202
H 1.23656 -0.84911 2.99311 0.401
H -1.81192 -3.21192 0.48843 0.248
H -1.97230 -2.69637 -1.95380 0.227
H -1.19590 -0.46610 -2.77060 0.246
H -3.25085 2.57967 -0.84755 0.203
H -2.28802 2.69835 -2.33841 0.227
H -2.93614 4.98531 -2.27205 0.223
H -3.26482 4.91321 -0.53407 0.205
H -0.54319 5.12538 -1.88413 0.209
H -1.16429 6.11163 -0.54280 0.220
H -1.09218 4.18055 0.97208 0.194
H 0.41565 3.97027 0.04359 0.242
H -0.23348 0.67697 1.20959 0.249
```

## Properties
Spin multiplicity: 1
Structure (SMILES): CCCCNS(=O)(=O)c1cccc(S(=O)(=O)N2CCCC2)c1
Gap between HOMO and LUMO (eV): 10.115
Maximum force (eV/A): 1.12
Molecular weight (g mol⁻¹): 346.5